Record 1
The molecule C21H31N5O3, computed with ωB97M-V/def2-TZVPD.

For the highest occupied orbital energy, the calculation gives -9.120 eV. For the LUMO energy, the calculation gives 0.4367 eV. Its structure (SMILES) is CC[C@@H]1CC[C@@](O)(C(=O)NCCN(C(=O)c2ccnc3c2ncn3C)C(C)C)C1. Its total energy is -35875.25103 eV. The energy above the lowest of the compared OMol25 structures with the same formula, charge and spin is 14.5 kJ/mol. The charge is 0.

Positions of all 60 atoms, in Å:
C  -0.77569  5.93362  -3.75649
C  -1.86165  5.84073  -2.68762
C  -2.00249  4.44990  -2.07156
C  -2.11589  3.31574  -3.09592
C  -2.86797  2.20756  -2.36155
C  -3.88516  2.93228  -1.45531
O  -5.09958  3.11907  -2.14362
C  -4.17863  2.06516  -0.22650
O  -5.17255  1.34952  -0.23346
N  -3.30468  2.07005  0.79384
C  -3.45922  1.23958  1.96690
C  -4.59209  1.73644  2.85770
N  -4.81324  0.83973  3.97419
C  -3.92800  0.87603  4.99282
O  -3.01776  1.68954  5.03974
C  -4.04873  -0.13955  6.09059
C  -4.07810  0.27875  7.41581
C  -4.11747  -0.64867  8.45623
N  -4.11403  -1.97219  8.29297
C  -4.06459  -2.34635  7.02748
C  -4.02796  -1.51555  5.89222
N  -3.97029  -2.27378  4.74218
C  -3.96963  -3.50288  5.17305
N  -4.02997  -3.62694  6.53486
C  -3.99879  -4.85022  7.30928
C  -6.04720  0.05875  3.97518
C  -6.18778  -0.78528  2.71251
C  -7.26396  0.95046  4.21598
C  -3.24718  4.30909  -1.17367
H  -0.69142  6.95297  -4.13438
H  0.19978  5.64702  -3.35644
H  -0.99306  5.28534  -4.60589
H  -1.66490  6.57061  -1.89747
H  -2.81805  6.12732  -3.13699
H  -1.10520  4.26823  -1.46798
H  -2.69228  3.64416  -3.96576
H  -1.14298  2.97873  -3.45404
H  -3.37159  1.52441  -3.04491
H  -2.17093  1.59423  -1.77980
H  -5.67838  2.39592  -1.84721
H  -2.49823  2.66515  0.73550
H  -3.65043  0.20626  1.66992
H  -2.52289  1.23740  2.52240
H  -4.35537  2.73391  3.23361
H  -5.50280  1.81794  2.26955
H  -4.05700  1.33574  7.64138
H  -4.14700  -0.30857  9.48326
H  -3.92124  -4.38307  4.54947
H  -4.11995  -5.70286  6.64700
H  -3.05146  -4.93030  7.84114
H  -4.80895  -4.84047  8.03573
H  -6.00993  -0.64253  4.80841
H  -7.10470  -1.37497  2.75864
H  -6.24643  -0.17652  1.80653
H  -5.35158  -1.47718  2.61624
H  -8.17712  0.35354  4.20245
H  -7.20370  1.44026  5.18887
H  -7.37167  1.71532  3.44408
H  -2.97794  4.45509  -0.12627
H  -3.98362  5.08939  -1.37252

Cartesian forces (eV/Å) of the 6 atoms listed first:
0.059 0.051 0.138
-0.032 -0.009 -0.177
0.116 0.128 -0.103
-0.167 -0.026 0.024
0.311 -0.237 -0.178
0.225 0.041 0.075

Record 2
A structure of composition C21H31N5O6PtS, computed with ωB97M-V/def2-TZVPD.

For the highest occupied orbital energy (alpha / beta), the calculation gives -5.354 / -6.807 eV. For the LUMO energy (alpha / beta), the calculation gives 0.2198 / 0.0921 eV. The spin multiplicity is 3. Its expectation value of S² is 2.047. Its total energy is -56085.68439 eV. The energy above the lowest of the compared OMol25 structures with the same formula, charge and spin is 0.0 kJ/mol. The charge is 0.

Positions of all 65 atoms, in Å:
O  -1.94092  0.68266  -4.19661
H  -2.52693  1.31569  -4.65178
Pt  -0.51502  0.38333  -1.39519
N  -0.25890  2.04363  -0.32736
N  1.06916  1.19574  -2.30802
N  -1.83420  -0.58334  -0.23369
N  -0.62478  -1.42998  -2.23710
O  -1.02169  2.30308  0.67576
O  -2.29763  -0.05514  0.92336
O  0.13635  -1.75109  -3.30320
O  1.69672  0.52649  -3.20256
C  1.49358  2.39019  -1.81958
C  0.74484  2.87154  -0.72044
C  -2.14862  -1.84265  -0.55538
C  -1.49374  -2.31035  -1.72998
C  0.97090  4.10722  0.05982
H  1.44976  3.88885  1.02477
H  0.02601  4.62673  0.26113
H  1.62536  4.78529  -0.49513
C  2.66984  3.02272  -2.45301
H  2.42611  3.38194  -3.46236
H  3.50305  2.31557  -2.54236
H  2.99805  3.88156  -1.86206
C  -2.99752  -2.63924  0.35942
C  -1.63309  -3.66576  -2.31078
H  -3.76752  -2.02260  0.84081
H  -2.39828  -3.11522  1.15365
H  -3.49182  -3.44278  -0.19882
H  -1.18819  -3.70942  -3.31081
H  -2.69392  -3.94054  -2.37910
H  -1.14447  -4.42134  -1.67738
H  -1.92026  0.89477  0.93816
H  0.75479  -0.95556  -3.42577
C  -1.93182  1.16687  -2.71100
H  -0.99112  1.76336  -2.62265
H  -2.19414  0.23550  -2.14873
H  -2.75585  1.85906  -2.47738
O  -4.56599  2.81942  -3.05398
H  -5.34109  2.23079  -3.04279
H  -4.79520  3.54309  -2.44363
N  0.91850  -0.73608  -0.30257
S  2.05046  -0.30991  0.80537
C  1.25665  0.65045  2.10345
C  1.86227  1.86872  2.45032
C  1.34115  2.61923  3.50092
C  0.23187  2.14481  4.20840
C  -0.35958  0.92548  3.86309
C  0.17154  0.16525  2.82230
C  2.18759  -1.91245  1.62237
C  1.12482  -2.81429  1.60525
C  1.21862  -4.01894  2.31416
C  2.38199  -4.31373  3.03399
C  3.45344  -3.41149  3.03899
C  3.36373  -2.21197  2.32965
H  1.19088  -1.55755  -0.84884
H  2.74163  2.18666  1.88383
H  1.80667  3.57353  3.76276
H  -0.17735  2.73427  5.03081
H  -1.23108  0.55081  4.40327
H  -0.21974  -0.82397  2.58647
H  0.21939  -2.56398  1.04904
H  0.37787  -4.71462  2.29774
H  2.45283  -5.24896  3.59235
H  4.36246  -3.63934  3.59752
H  4.18161  -1.49202  2.31113

Cartesian forces (eV/Å) of the 6 atoms listed first:
-0.574 1.287 2.124
0.378 -0.344 0.263
4.164 -1.575 3.961
1.529 1.797 -0.515
1.085 1.753 0.261
-0.588 -0.237 -0.531

Record 3
A structure of composition C21H31O18Ti, computed with ωB97M-V/def2-TZVPD.

For the highest occupied orbital energy (alpha / beta), the calculation gives -5.329 / -10.186 eV. For the LUMO energy (alpha / beta), the calculation gives 0.1489 / 0.1372 eV. The spin multiplicity is 4. Its expectation value of S² is 3.752. Its total energy is -82250.10878 eV. The charge is 0.

Positions of all 71 atoms, in Å:
Ti  10.06303  8.38506  13.75168
O  8.89440  11.25979  11.50325
C  8.94607  10.19571  12.36439
O  9.28070  9.08969  11.87225
O  8.84415  10.36845  13.57575
H  8.99487  10.91573  10.58388
C  13.11601  8.18767  8.91992
C  13.48203  7.75059  10.33023
C  14.70220  8.33893  11.05607
O  14.27854  8.05422  12.46560
C  12.96283  7.97689  12.49287
O  12.27453  7.87011  13.48433
O  12.44870  7.95638  11.28747
H  13.75285  7.62475  8.19833
H  13.18582  9.29575  8.77380
H  12.12154  7.84672  8.70684
H  13.60613  6.61958  10.36939
H  14.80839  9.39756  10.89386
H  15.70857  7.97510  10.89024
C  7.05232  6.61713  11.39130
C  6.98184  7.89561  10.57487
C  7.87406  7.83165  9.34729
O  6.99214  8.36790  8.31857
C  5.71092  8.33399  8.79494
O  4.78293  8.49822  8.11029
O  5.64161  8.10274  10.07164
H  6.72667  5.74960  10.78759
H  6.38983  6.67767  12.18880
H  8.06389  6.41050  11.75554
H  7.18633  8.76331  11.20536
H  8.10500  6.78216  9.14522
H  8.76767  8.43584  9.45355
C  13.95193  13.76674  7.62469
C  14.53602  14.02914  9.03522
C  13.68042  13.64776  10.21433
O  14.07140  12.32861  10.51785
C  15.26783  12.10146  10.01148
O  15.87714  11.07364  10.06471
O  15.67828  13.11464  9.28841
H  13.69982  12.68390  7.50308
H  14.64698  14.09718  6.86604
H  13.14398  14.48787  7.55911
H  14.92359  14.99086  9.15621
H  12.61438  13.53666  9.95214
H  13.79038  14.27145  11.07456
C  8.67326  8.44177  5.26322
C  8.72944  9.96256  5.42328
C  7.41963  10.74783  5.70612
O  7.58376  11.18236  7.06296
C  8.77391  10.97737  7.53621
O  9.10241  11.24710  8.67341
O  9.50289  10.29772  6.66376
H  7.90348  8.12259  4.49203
H  8.47328  7.99211  6.23783
H  9.65975  7.99803  5.01172
H  9.26599  10.41257  4.61555
H  6.52273  10.18109  5.63848
H  7.39204  11.61649  5.05297
C  7.77625  15.53710  8.93153
C  9.08599  15.51642  9.66723
C  10.10398  14.39368  9.33942
O  11.28773  15.10138  8.98194
C  11.00404  16.40841  8.81862
O  11.84976  17.17071  8.42108
O  9.77967  16.67145  9.19734
H  7.22397  14.63117  9.20949
H  7.91769  15.40426  7.84122
H  7.16358  16.37882  9.13136
H  8.83266  15.43059  10.71529
H  9.78504  13.70942  8.53616
H  10.31934  13.80982  10.25276

Cartesian forces (eV/Å) of the 6 atoms listed first:
0.289 0.386 -0.007
-0.493 -0.705 0.136
1.134 1.318 -1.277
0.217 -1.261 -0.772
-0.257 0.093 1.255
-0.026 0.348 0.648

> What is the charge in the first record?

0